Record 1
26
Properties=species:S:1:pos:R:3:forces:R:3:lowdin_charge:R:1 method="wB97M-V/def2-TZVPD" energy_ev=-136357.2738 total_charge=-1 de_lowest_kcal_mol=39.1 gap_ha="0.230 / 0.231" multiplicity=6
Mn -0.929 -1.936 -1.445 2.008 -1.303 -0.562 0.69
Br 0.493 -3.874 -2.197 0.026 -0.324 -0.088 -0.05
B -0.552 -0.106 -2.703 0.563 3.331 -2.228 -1.40
F -1.668 -0.795 -3.171 -0.059 -0.761 -0.683 0.15
F -0.266 1.004 -3.468 -0.038 0.147 -0.436 0.16
F -0.933 0.317 -1.441 0.120 0.321 1.648 0.14
F 0.590 -0.896 -2.610 0.166 -0.154 0.100 0.08
B -2.859 -2.626 -0.513 -4.616 -1.127 0.959 -1.43
F -1.726 -3.185 -0.041 1.413 -1.540 1.942 0.14
F -4.020 -3.182 0.050 0.651 0.391 0.000 0.13
F -2.767 -1.263 -0.339 -0.072 1.579 0.893 0.16
F -2.868 -2.793 -1.875 -0.290 -0.677 -1.797 0.15
C 1.133 3.154 2.160 1.504 -0.869 -0.449 -0.06
C 2.411 2.595 1.903 -1.357 -1.028 -0.121 -0.07
C 2.485 1.325 1.331 -1.506 -0.974 -0.725 -0.01
C 1.301 0.593 1.044 -1.517 0.942 1.474 -0.08
C -0.013 1.115 1.433 2.787 -0.678 -1.765 0.02
C -0.035 2.418 1.857 0.433 0.788 1.244 -0.08
N 1.381 -0.773 0.457 0.546 -0.179 -1.022 -0.25
O 0.304 -1.429 0.349 2.688 1.317 0.679 -0.02
O 2.505 -1.116 0.058 -2.697 0.087 0.848 0.10
H 1.166 4.138 2.603 -0.660 0.105 -0.007 0.09
H 3.382 2.987 2.167 -0.297 0.784 0.094 0.10
H 3.440 0.900 1.057 -0.018 -0.123 0.073 0.11
H -0.946 0.612 1.225 0.227 -0.380 -0.001 0.12
H -1.007 2.816 2.109 -0.008 0.325 -0.068 0.10



Record 2
74
Properties=species:S:1:pos:R:3:forces:R:3:lowdin_charge:R:1 method="wB97M-V/def2-TZVPD" energy_ev=-57766.7547 smiles="CN(C)P(=O)(N(C)C)N(C)C.CN(C)P(=O)(N(C)C)N(C)C.O=C1OCC[C@@H]1B(O)O" gap_ha=0.275 multiplicity=1
C -2.204 -0.330 0.479 -0.268 0.346 -0.669 -0.13
N -1.038 -1.147 0.243 0.106 -0.291 0.916 -0.33
C 0.149 -0.501 0.796 0.444 -0.191 -0.293 -0.13
P -0.702 -2.145 -1.107 -6.283 -0.804 3.154 0.77
O -0.136 -3.322 -0.319 3.145 1.046 -1.992 -0.30
N -2.092 -3.015 -1.693 -0.934 -0.027 -0.240 -0.35
C -3.185 -3.338 -0.785 0.030 0.183 0.313 -0.13
C -1.711 -4.216 -2.436 0.313 0.187 -0.105 -0.14
N -1.049 -0.818 -2.268 3.315 -0.085 -1.269 -0.30
C -2.343 -0.622 -2.894 -0.559 -0.555 0.035 -0.14
C -0.001 -0.726 -3.301 0.195 0.188 0.195 -0.15
H -2.198 0.603 -0.104 -0.029 0.037 0.013 0.08
H -2.256 -0.055 1.536 0.246 -0.056 -0.002 0.08
H -3.133 -0.860 0.277 0.086 -0.036 -0.150 0.05
H 0.424 0.391 0.216 -0.024 0.126 0.157 0.07
H 1.002 -1.184 0.789 -0.092 -0.066 -0.041 0.07
H -0.008 -0.208 1.836 -0.166 0.012 -0.056 0.08
H -2.836 -3.731 0.177 -0.055 -0.025 0.048 0.09
H -3.851 -4.080 -1.230 0.209 -0.058 -0.137 0.08
H -3.816 -2.466 -0.604 0.077 0.032 0.089 0.05
H -1.430 -5.041 -1.772 0.069 -0.016 -0.047 0.07
H -0.859 -4.011 -3.091 0.010 -0.029 0.035 0.07
H -2.535 -4.545 -3.073 -0.066 0.096 0.067 0.08
H -2.578 -1.384 -3.643 -0.045 -0.003 0.014 0.08
H -2.346 0.353 -3.392 0.346 0.036 0.112 0.09
H -3.151 -0.591 -2.166 0.088 -0.169 0.061 0.07
H -0.052 -1.565 -4.006 0.018 0.100 -0.148 0.07
H 0.989 -0.736 -2.834 -0.035 -0.033 -0.001 0.08
H -0.081 0.208 -3.862 -0.093 -0.022 0.033 0.08
C 3.309 5.721 0.507 -0.249 0.694 -0.079 -0.14
N 2.399 4.751 -0.053 0.571 -0.702 0.186 -0.33
C 2.952 4.191 -1.279 -0.419 -0.212 -0.193 -0.14
P 0.684 4.772 -0.027 3.235 0.887 6.174 0.76
O 0.496 3.292 0.282 -1.599 0.270 -3.588 -0.29
N 0.018 5.323 1.484 0.006 0.648 0.739 -0.35
C 0.778 5.163 2.717 0.360 -0.100 -0.070 -0.13
C -1.345 4.836 1.690 -0.061 -0.021 -0.359 -0.15
N 0.623 6.450 -0.664 -1.711 -1.051 -2.924 -0.31
C 0.527 7.624 0.184 -0.164 -0.054 0.758 -0.14
C -0.360 6.571 -1.756 0.207 -0.102 -0.215 -0.15
H 3.392 6.632 -0.105 0.025 0.045 0.021 0.08
H 4.309 5.288 0.588 -0.084 -0.159 -0.162 0.09
H 3.040 6.008 1.521 -0.156 0.033 -0.083 0.05
H 2.958 4.932 -2.092 0.146 0.005 -0.027 0.08
H 2.364 3.332 -1.611 -0.041 0.036 0.081 0.07
H 3.971 3.833 -1.123 -0.002 0.111 0.105 0.08
H 1.228 4.168 2.811 0.028 -0.017 0.065 0.09
H 0.141 5.328 3.588 -0.186 -0.058 -0.165 0.08
H 1.563 5.916 2.797 0.064 -0.067 -0.062 0.05
H -1.364 3.792 2.020 -0.043 -0.022 -0.072 0.08
H -1.923 4.902 0.762 0.009 -0.038 0.012 0.07
H -1.859 5.449 2.434 0.126 0.066 0.007 0.08
H -0.453 7.732 0.659 0.020 0.008 0.042 0.08
H 0.705 8.514 -0.429 0.032 -0.225 -0.279 0.09
H 1.290 7.634 0.960 -0.074 -0.183 0.033 0.07
H -1.390 6.509 -1.383 -0.061 0.136 -0.095 0.07
H -0.216 5.764 -2.483 -0.018 -0.003 0.048 0.08
H -0.239 7.513 -2.294 0.029 0.016 0.095 0.08
O -0.620 -8.107 3.314 -1.201 -1.577 0.388 0.19
C 0.283 -7.415 3.042 2.465 1.432 0.087 -0.47
O 0.446 -6.170 3.618 -1.205 0.305 -0.325 -0.01
C 0.721 -5.314 2.489 1.742 -1.460 -0.037 -0.12
C 1.916 -6.089 1.844 -0.276 -0.476 -0.834 -0.09
C 1.442 -7.584 2.022 -1.000 0.332 -0.166 -0.08
B 0.824 -8.284 0.710 0.179 -0.407 -0.573 -0.60
O -0.351 -7.891 0.106 1.116 0.711 0.179 0.18
O 1.493 -9.357 0.128 -0.813 0.056 0.909 0.15
H 0.926 -4.319 2.884 -0.213 -0.108 -0.460 0.13
H -0.069 -5.406 1.724 -0.225 0.826 0.631 0.11
H 1.972 -5.882 0.764 0.208 0.285 0.379 0.12
H 2.902 -5.921 2.293 -0.437 0.099 0.057 0.12
H 2.229 -8.251 2.400 -0.278 0.356 0.256 0.15
H -0.478 -6.956 0.324 -0.550 -0.270 -0.106 0.09
H 1.795 -9.911 0.862 0.451 0.035 -0.469 0.10



Record 3
71
Properties=species:S:1:pos:R:3:forces:R:3:lowdin_charge:R:1 method="wB97M-V/def2-TZVPD" energy_ev=-148550.9493 total_charge=-1 de_lowest_kcal_mol=3.7 gap_ha=0.266 multiplicity=1
Sc 0.305 0.011 -0.176 -0.059 -0.402 -0.070 0.66
C -4.975 0.953 4.227 0.017 -0.014 -0.008 -0.10
C -5.165 2.003 3.341 0.029 0.000 -0.035 -0.09
C -4.208 2.287 2.373 -0.066 0.059 0.093 -0.10
C -3.052 1.519 2.286 0.038 -0.213 -0.027 -0.35
C -2.875 0.454 3.172 -0.010 -0.041 0.029 -0.09
C -3.825 0.177 4.142 -0.046 0.063 -0.028 -0.08
P -1.680 1.793 1.115 0.302 0.337 -0.441 1.11
C -2.346 2.989 -0.110 -0.175 -0.076 0.131 -0.34
C -1.577 4.063 -0.544 0.097 -0.004 -0.063 -0.09
C -2.019 4.880 -1.578 0.023 -0.030 0.040 -0.09
C -3.243 4.644 -2.182 -0.052 -0.056 0.021 -0.09
C -4.028 3.581 -1.749 0.082 0.037 -0.002 -0.08
C -3.578 2.759 -0.727 -0.042 -0.013 -0.001 -0.12
C -0.549 2.834 2.089 -0.037 -0.068 0.032 -0.32
C -1.036 3.855 2.861 -0.024 0.145 0.086 -0.09
C -0.165 4.716 3.556 -0.034 -0.059 -0.043 -0.09
C 1.183 4.532 3.441 0.025 -0.051 -0.030 -0.04
C 1.718 3.483 2.655 0.066 0.068 0.045 -0.17
C 3.122 3.325 2.537 -0.085 0.027 0.027 -0.06
C 3.619 2.315 1.775 -0.044 -0.076 -0.058 -0.08
C 2.741 1.409 1.132 0.182 0.053 0.043 -0.16
C 1.369 1.478 1.204 -0.201 0.248 0.054 -0.19
C 0.851 2.582 1.971 0.046 -0.071 0.049 -0.19
H -5.723 0.733 4.978 -0.007 0.004 -0.002 0.10
H -6.061 2.609 3.398 0.000 -0.006 0.012 0.10
H -4.364 3.115 1.692 0.013 -0.023 0.042 0.10
H -1.990 -0.167 3.092 -0.035 0.037 0.006 0.09
H -3.672 -0.652 4.822 -0.009 0.005 0.005 0.10
H -0.606 4.246 -0.100 -0.005 0.018 -0.002 0.11
H -1.385 5.687 -1.922 -0.001 -0.010 0.006 0.10
H -3.582 5.277 -2.993 -0.001 -0.002 0.009 0.10
H -4.988 3.385 -2.212 0.005 -0.001 0.006 0.10
H -4.208 1.941 -0.397 0.020 -0.030 -0.032 0.09
H -2.105 4.017 2.933 0.007 -0.013 -0.009 0.10
H -0.567 5.519 4.162 0.005 -0.005 0.000 0.10
H 1.874 5.191 3.957 -0.002 -0.003 -0.010 0.11
H 3.776 4.022 3.051 -0.019 -0.003 -0.001 0.10
H 4.690 2.191 1.658 -0.016 -0.006 0.000 0.10
H 3.206 0.629 0.543 0.052 -0.006 -0.015 0.03
Cl 2.005 -1.724 1.483 -0.046 0.011 0.093 0.80
C 3.494 -2.024 0.636 -0.049 -0.019 0.031 -0.62
C 4.488 -2.649 1.370 0.045 -0.002 -0.080 -0.13
C 5.694 -2.946 0.762 -0.007 0.001 0.022 -0.11
C 5.873 -2.611 -0.571 0.015 0.004 -0.042 -0.14
C 4.863 -1.981 -1.275 0.083 -0.009 -0.093 -0.68
Cl 5.191 -1.597 -2.945 -0.050 -0.018 0.122 0.63
C 3.616 -1.645 -0.710 -0.001 -0.046 -0.019 -0.72
S 2.410 -0.800 -1.630 -0.216 0.225 0.131 0.60
H 4.304 -2.898 2.406 -0.008 0.007 -0.014 0.10
H 6.483 -3.434 1.318 -0.002 0.003 -0.014 0.10
H 6.802 -2.831 -1.079 -0.008 0.002 0.002 0.09
O -2.368 -2.929 0.022 0.300 0.117 0.084 -0.29
Cl -1.042 -2.590 0.434 0.234 0.316 -0.083 0.70
O -0.470 -3.625 1.226 -0.150 0.273 -0.171 -0.30
O -1.060 -1.294 1.194 -0.055 -0.549 -0.198 -0.48
O -0.187 -2.248 -0.718 -0.380 -0.585 0.417 -0.45
Cl -5.744 -0.920 -1.288 0.099 0.020 -0.078 0.67
C -4.173 -0.645 -1.983 -0.153 -0.002 0.055 -0.64
C -3.991 -0.613 -3.350 -0.060 -0.018 -0.071 -0.08
C -2.715 -0.365 -3.827 0.025 0.016 0.021 -0.03
C -1.689 -0.150 -2.923 -0.086 -0.026 0.008 -0.11
N -1.880 -0.181 -1.603 0.239 -0.076 0.116 0.03
C -3.098 -0.436 -1.140 0.045 0.136 0.116 -0.21
H -4.826 -0.778 -4.018 0.008 0.006 0.006 0.11
H -2.512 -0.329 -4.888 -0.012 -0.006 -0.003 0.11
H -0.684 0.065 -3.255 0.006 -0.010 -0.015 0.11
H -3.228 -0.463 -0.065 0.014 -0.019 -0.013 0.10
S 1.116 3.674 -3.215 -0.071 -0.225 0.152 0.53
C 0.677 2.424 -2.287 -0.010 0.247 -0.169 -0.92
N 0.328 1.522 -1.619 0.212 0.407 -0.171 -0.06



Record 4
12
Properties=species:S:1:pos:R:3:forces:R:3:lowdin_charge:R:1 method="wB97M-V/def2-TZVPD" energy_ev=-22817.5187 de_lowest_kcal_mol=80.2 gap_ha="0.262 / 0.262" multiplicity=1
C 1.656 -0.128 -0.186 0.377 -0.777 -0.151 -0.69
C 0.272 -0.131 0.010 -0.274 -1.414 -0.471 -1.00
C 2.703 0.904 -0.061 -2.047 1.041 0.150 -0.09
C -3.212 -0.774 0.223 3.586 -0.606 -1.061 -0.13
P 1.143 -1.649 -0.730 -0.158 1.716 0.821 0.99
P -1.041 0.742 0.500 -2.230 -0.973 0.141 0.80
H 3.633 0.681 -0.460 1.487 -0.505 -1.274 0.05
H 2.917 1.274 0.917 -0.250 -0.329 1.274 0.08
H 2.211 1.800 -0.474 0.574 -0.117 -0.498 0.10
H -2.735 -1.703 -0.298 -1.060 1.441 1.722 0.01
H -3.851 -0.781 1.091 0.529 -0.544 0.513 -0.04
H -3.696 -0.235 -0.532 -0.533 1.068 -1.167 -0.08



Record 5
11
Properties=species:S:1:pos:R:3:forces:R:3:lowdin_charge:R:1 method="wB97M-V/def2-TZVPD" energy_ev=-7299.5995 smiles="C=COCO" de_lowest_kcal_mol=94.1 gap_ha=0.362 multiplicity=1
C -1.602 -1.462 -0.166 0.088 0.032 0.016 0.03
C -0.692 -0.570 -0.514 0.062 0.343 0.117 -0.22
O -0.264 0.395 0.367 -0.728 -0.309 0.026 -0.06
C 0.928 1.020 0.083 2.232 -3.582 -1.076 -0.43
O 1.176 2.075 0.867 2.409 -1.806 3.591 -0.04
H -2.023 -2.123 -0.903 0.134 -0.147 -0.064 0.05
H -1.953 -1.533 0.851 -0.132 0.126 0.061 0.06
H -0.254 -0.515 -1.506 -0.086 0.073 -0.035 0.11
H 1.036 1.223 -0.993 -0.023 -0.210 0.069 0.13
H 1.884 0.233 0.527 -2.030 0.301 -2.447 0.17
H 1.764 1.257 1.388 -1.927 5.179 -0.258 0.19



Record 6
87
Properties=species:S:1:pos:R:3:forces:R:3:lowdin_charge:R:1 method="wB97M-V/def2-TZVPD" energy_ev=-99760.1311 total_charge=+1 de_lowest_kcal_mol=0.5 gap_ha=0.315 multiplicity=1
Mg -0.228 0.239 -0.154 -0.163 -0.266 -0.219 0.64
N -1.507 0.532 1.606 0.149 0.199 0.194 0.02
C -0.779 1.388 2.569 -0.080 -0.100 -0.071 -0.20
C -0.014 2.471 1.829 0.100 -0.047 -0.119 -0.16
N 0.931 1.885 0.850 -0.028 0.004 -0.072 -0.21
C 2.129 1.336 1.513 -0.069 0.008 -0.017 -0.15
C 2.666 0.055 0.867 -0.124 -0.083 -0.016 -0.20
N 1.555 -0.864 0.541 -0.044 -0.021 0.151 -0.01
C 1.268 2.859 -0.206 -0.040 -0.072 0.110 -0.17
C 1.906 2.208 -1.422 -0.007 -0.096 -0.108 -0.19
N 1.116 1.040 -1.888 0.072 0.186 0.135 0.01
H -2.286 1.065 1.201 -0.029 -0.039 -0.039 0.07
H -1.935 -0.236 2.114 0.056 -0.023 -0.032 0.05
H -0.098 0.752 3.138 0.001 -0.018 0.026 0.10
H -1.448 1.856 3.295 -0.034 0.024 -0.006 0.13
H 0.506 3.129 2.534 0.003 0.001 0.037 0.14
H -0.721 3.089 1.271 -0.017 -0.010 0.011 0.11
H 1.866 1.113 2.548 0.007 -0.025 -0.007 0.12
H 2.923 2.091 1.547 0.043 -0.022 0.027 0.14
H 3.378 -0.412 1.550 0.041 0.046 0.024 0.13
H 3.209 0.268 -0.050 -0.051 0.006 -0.023 0.10
H 1.256 -1.383 1.365 0.004 0.072 0.001 0.04
H 1.873 -1.587 -0.097 -0.006 0.040 -0.050 0.09
H 1.939 3.636 0.180 0.015 0.019 0.000 0.14
H 0.340 3.345 -0.505 0.000 -0.010 -0.046 0.09
H 2.918 1.873 -1.202 0.001 0.026 0.026 0.10
H 1.994 2.967 -2.202 0.008 0.020 -0.012 0.13
H 1.685 0.483 -2.515 0.029 0.009 0.012 0.09
H 0.341 1.395 -2.441 -0.092 0.003 -0.023 0.04
C -0.885 -0.280 -4.987 -0.016 0.012 -0.052 -0.05
C -1.422 -0.545 -3.583 -0.060 0.069 0.041 -0.40
C -2.912 -0.866 -3.592 -0.085 -0.061 -0.074 -0.04
C -0.590 -1.634 -2.898 0.138 0.009 0.153 -0.28
C -0.680 -2.980 -3.617 -0.110 -0.132 0.001 -0.07
O -1.324 -3.833 -2.660 0.013 0.136 -0.030 0.00
C -1.487 -3.128 -1.520 -0.031 -0.367 0.231 -0.31
N -1.048 -1.925 -1.504 -0.004 0.222 -0.115 0.15
C -2.202 -3.992 -0.517 0.037 0.190 -0.085 -0.11
C -3.098 -4.915 -1.074 -0.034 0.031 -0.019 -0.01
C -3.769 -5.834 -0.292 0.024 0.014 0.053 -0.05
C -3.528 -5.884 1.074 -0.003 -0.004 -0.035 -0.05
C -2.646 -4.982 1.634 -0.036 0.024 0.017 -0.09
C -1.998 -4.013 0.866 -0.009 0.010 0.121 -0.30
P -0.889 -2.851 1.734 0.289 0.037 -0.145 1.11
C -1.867 -2.320 3.177 -0.040 -0.003 0.039 -0.41
C -1.190 -1.772 4.270 0.046 0.079 0.081 -0.14
C -1.881 -1.164 5.307 -0.015 -0.018 -0.045 -0.07
C -3.266 -1.073 5.259 -0.016 -0.005 -0.013 -0.07
C -3.950 -1.596 4.171 0.023 -0.009 -0.007 -0.06
C -3.258 -2.217 3.138 -0.005 0.014 0.043 -0.09
C 0.379 -3.992 2.406 -0.040 -0.072 -0.068 -0.37
C 1.343 -4.412 1.485 -0.009 0.020 0.011 -0.12
C 2.354 -5.282 1.857 0.025 -0.029 0.042 -0.08
C 2.428 -5.737 3.168 -0.003 0.027 -0.073 -0.07
C 1.478 -5.327 4.089 -0.046 0.043 0.017 -0.07
C 0.456 -4.462 3.712 -0.030 -0.133 0.052 -0.09
H -1.363 0.603 -5.412 -0.005 0.001 0.006 0.08
H -1.086 -1.110 -5.668 0.011 -0.004 0.015 0.08
H 0.195 -0.106 -4.988 -0.014 0.010 0.024 0.08
H -1.315 0.371 -3.008 0.050 0.048 0.106 0.07
H -3.463 -0.061 -4.082 0.019 -0.005 0.015 0.09
H -3.307 -0.971 -2.581 0.027 0.013 0.013 0.08
H -3.132 -1.785 -4.142 0.004 0.013 -0.001 0.09
H 0.451 -1.306 -2.845 -0.018 0.033 -0.049 0.12
H 0.280 -3.420 -3.878 0.034 0.003 0.035 0.14
H -1.313 -2.950 -4.501 0.069 -0.001 -0.034 0.12
H -3.268 -4.912 -2.140 0.014 0.021 -0.019 0.12
H -4.465 -6.522 -0.752 0.001 0.001 -0.003 0.11
H -4.022 -6.619 1.696 -0.002 -0.001 -0.007 0.11
H -2.456 -5.015 2.701 0.003 -0.007 -0.007 0.11
H -0.107 -1.824 4.322 -0.028 0.018 -0.036 0.11
H -1.338 -0.756 6.150 0.002 -0.013 0.005 0.11
H -3.809 -0.599 6.065 0.002 0.009 -0.004 0.11
H -5.028 -1.521 4.121 -0.004 -0.011 0.003 0.11
H -3.814 -2.617 2.299 0.012 -0.010 -0.035 0.11
H 1.285 -4.077 0.452 -0.009 0.025 0.020 0.09
H 3.085 -5.606 1.127 -0.005 -0.006 0.002 0.11
H 3.220 -6.412 3.464 -0.002 0.000 0.006 0.11
H 1.523 -5.688 5.109 -0.004 0.003 0.002 0.11
H -0.290 -4.177 4.444 0.021 0.003 -0.025 0.10
Cl -2.229 4.869 -0.943 -0.005 -0.029 0.005 0.63
C -2.652 3.422 -1.895 0.067 0.066 -0.065 -1.48
Cl -1.542 3.329 -3.289 -0.032 -0.028 0.054 0.62
Cl -4.298 3.528 -2.483 -0.057 0.036 -0.004 0.65
C -2.497 2.205 -0.923 0.114 -0.322 -0.135 -0.79
O -3.380 2.018 -0.110 -0.102 0.102 0.178 0.02
O -1.421 1.548 -1.071 0.091 0.100 -0.097 -0.17